1.
Formula: C69H131N5O23
Source: the OMol25 dataset
Level of theory: ωB97M-V with the def2-TZVPD basis set

```
! wB97M-V def2-TZVPD RIJCOSX def2/J DEFGRID3
* xyz 0 1
C 2.995 -8.159 -15.346
C 3.315 -9.168 -14.110
C 2.378 -10.401 -14.067
C 4.761 -9.705 -14.357
C 5.760 -8.487 -14.456
C 5.644 -7.829 -13.004
C 4.250 -7.224 -12.624
C 4.261 -6.954 -11.106
C 3.974 -5.990 -13.483
N 3.237 -8.331 -12.888
O 1.894 -7.836 -12.672
H 3.568 -7.236 -15.437
H 2.794 -8.497 -16.362
H 1.988 -7.868 -15.048
H 2.841 -11.322 -14.421
H 2.228 -10.662 -13.020
H 1.423 -10.234 -14.567
H 5.109 -10.334 -13.537
H 4.765 -10.210 -15.323
H 6.741 -8.931 -14.622
H 5.594 -7.869 -15.338
H 6.391 -7.038 -13.072
H 6.137 -8.417 -12.230
H 5.011 -7.509 -10.543
H 3.273 -7.193 -10.712
H 4.685 -6.025 -10.726
H 2.965 -5.848 -13.870
H 4.853 -5.856 -14.114
H 4.109 -5.119 -12.842
H 1.894 -7.152 -13.346
C 7.575 -11.225 -7.349
C 6.754 -10.144 -8.060
C 7.244 -10.058 -9.590
C 5.223 -10.465 -8.142
C 4.497 -10.440 -6.795
C 4.625 -8.891 -6.446
C 6.025 -8.305 -6.330
C 5.996 -6.783 -6.535
C 6.506 -8.644 -4.891
N 6.897 -8.712 -7.470
O 8.255 -8.414 -7.296
H 7.629 -11.214 -6.261
H 7.033 -12.129 -7.629
H 8.582 -11.381 -7.736
H 7.288 -10.888 -10.295
H 6.663 -9.351 -10.181
H 8.255 -9.656 -9.528
H 4.754 -9.689 -8.746
H 5.046 -11.468 -8.531
H 3.449 -10.730 -6.722
H 5.081 -10.897 -5.996
H 4.218 -8.972 -5.438
H 3.837 -8.318 -6.934
H 5.949 -6.641 -7.615
H 6.856 -6.279 -6.095
H 5.010 -6.396 -6.280
H 7.537 -8.302 -4.799
H 6.481 -9.727 -4.778
H 5.812 -8.485 -4.066
H 8.349 -7.579 -7.760
C 8.912 -0.235 -2.647
C 8.965 -1.640 -3.344
C 7.942 -1.690 -4.379
C 10.416 -1.895 -3.925
C 10.693 -3.283 -4.416
C 10.558 -4.249 -3.240
C 9.189 -4.018 -2.464
C 8.130 -4.627 -3.362
C 9.418 -4.800 -1.185
N 8.801 -2.621 -2.219
O 7.701 -2.371 -1.331
H 9.249 0.552 -3.322
H 7.972 0.109 -2.217
H 9.480 -0.212 -1.717
H 8.017 -2.612 -4.956
H 6.933 -1.636 -3.969
H 8.056 -0.948 -5.170
H 10.557 -1.240 -4.784
H 11.153 -1.521 -3.214
H 9.978 -3.324 -5.237
H 11.743 -3.369 -4.697
H 11.544 -4.261 -2.776
H 10.488 -5.188 -3.789
H 8.306 -4.719 -4.433
H 7.113 -4.350 -3.083
H 8.056 -5.657 -3.013
H 8.498 -4.817 -0.602
H 10.021 -4.309 -0.420
H 9.650 -5.856 -1.317
H 6.998 -2.718 -1.886
C 2.581 -4.677 -7.131
C 1.166 -4.924 -6.542
C 0.290 -5.422 -7.744
C 1.332 -6.072 -5.439
C 0.127 -6.347 -4.642
C -0.183 -5.038 -3.911
C -0.501 -3.835 -4.861
C -1.852 -4.160 -5.478
C -0.650 -2.553 -3.957
N 0.612 -3.766 -5.821
O 0.753 -2.642 -6.573
H 3.158 -4.214 -6.331
H 3.166 -5.581 -7.302
H 2.620 -3.866 -7.858
H -0.531 -6.107 -7.531
H -0.248 -4.582 -8.183
H 0.878 -5.973 -8.478
H 1.671 -6.991 -5.917
H 2.196 -5.710 -4.881
H -0.703 -6.603 -5.300
H 0.282 -7.044 -3.819
H 0.703 -4.789 -3.326
H -1.030 -5.302 -3.278
H -2.410 -4.403 -4.574
H -2.072 -4.965 -6.179
H -2.307 -3.189 -5.673
H -1.213 -2.844 -3.070
H -0.999 -1.704 -4.545
H 0.377 -2.269 -3.727
H 1.545 -2.244 -6.204
C 9.809 -10.994 -4.203
C 11.172 -10.280 -4.156
C 11.397 -9.879 -2.679
C 12.138 -11.434 -4.605
C 13.566 -10.873 -4.864
C 13.613 -9.693 -5.821
C 12.660 -8.474 -5.460
C 13.230 -7.708 -4.143
C 12.556 -7.549 -6.670
N 11.319 -9.080 -5.085
O 10.239 -8.263 -4.978
H 9.717 -11.376 -5.220
H 9.718 -11.910 -3.619
H 9.008 -10.313 -3.916
H 10.765 -10.441 -1.992
H 12.407 -10.088 -2.326
H 11.128 -8.824 -2.628
H 12.272 -12.166 -3.809
H 11.898 -11.813 -5.599
H 13.886 -10.637 -3.849
H 14.112 -11.615 -5.447
H 13.443 -9.879 -6.882
H 14.612 -9.267 -5.916
H 12.516 -6.970 -3.777
H 14.097 -7.222 -4.589
H 13.587 -8.406 -3.386
H 13.533 -7.402 -7.130
H 12.428 -6.497 -6.415
H 11.782 -7.910 -7.348
H 9.677 -8.493 -5.722
C 4.206 -5.958 -2.390
C 3.948 -7.233 -1.636
C 2.563 -7.192 -0.880
O 2.065 -8.460 -1.219
C 2.814 -9.160 -2.067
O 2.494 -10.253 -2.486
O 3.938 -8.416 -2.403
H 5.139 -5.632 -2.849
H 4.064 -5.272 -1.554
H 3.493 -5.771 -3.193
H 4.836 -7.433 -1.035
H 1.904 -6.427 -1.291
H 2.475 -7.126 0.204
C 7.819 -12.586 -15.339
C 8.289 -11.341 -14.493
C 7.783 -11.402 -12.999
O 8.946 -11.501 -12.261
C 9.991 -11.437 -13.112
O 11.181 -11.413 -12.707
O 9.754 -11.268 -14.384
H 6.756 -12.347 -15.295
H 8.002 -13.463 -14.717
H 8.313 -12.797 -16.287
H 7.946 -10.436 -14.994
H 7.043 -12.202 -12.956
H 7.189 -10.527 -12.737
C -0.207 -10.867 -3.825
C 0.580 -12.027 -4.426
C 1.401 -12.955 -3.448
O 0.490 -13.998 -3.302
C -0.428 -14.022 -4.258
O -1.170 -14.971 -4.427
O -0.331 -12.997 -4.997
H -0.965 -10.300 -4.363
H 0.429 -10.074 -3.431
H -0.664 -11.352 -2.962
H 1.185 -11.538 -5.190
H 1.615 -12.530 -2.467
H 2.274 -13.428 -3.895
C 9.660 -14.521 -7.340
C 10.218 -15.866 -6.871
C 11.581 -15.803 -6.319
O 11.610 -16.682 -5.226
C 10.314 -17.084 -4.946
O 10.022 -17.742 -3.956
O 9.492 -16.424 -5.795
H 9.929 -13.864 -6.513
H 8.571 -14.479 -7.386
H 10.138 -14.058 -8.203
H 10.228 -16.526 -7.738
H 11.824 -14.789 -6.000
H 12.391 -15.968 -7.030
C 2.033 -11.766 -9.751
C 1.713 -10.253 -10.045
C 0.275 -9.983 -10.380
O -0.329 -9.392 -9.224
C 0.554 -9.404 -8.219
O 0.377 -8.991 -7.096
O 1.737 -9.735 -8.705
H 1.168 -12.373 -9.482
H 2.904 -11.773 -9.097
H 2.396 -12.238 -10.664
H 2.478 -9.898 -10.734
H -0.316 -10.884 -10.544
H 0.029 -9.472 -11.311
C 10.835 -6.055 -12.281
C 9.298 -6.396 -12.200
C 8.937 -7.192 -10.953
O 8.105 -6.379 -10.187
C 7.977 -5.251 -10.839
O 7.230 -4.351 -10.499
O 8.809 -5.173 -11.771
H 11.408 -6.309 -11.389
H 10.918 -4.998 -12.536
H 11.116 -6.547 -13.212
H 8.787 -6.915 -13.011
H 9.811 -7.599 -10.444
H 8.400 -8.078 -11.290
*
```

Computed properties:
Highest occupied orbital energy: -0.2864 Ha
Energy: -128205.9653 eV
SMILES string: CC1(C)CCCC(C)(C)N1O.CC1(C)CCCC(C)(C)N1O.CC1(C)CCCC(C)(C)N1O.CC1(C)CCCC(C)(C)N1O.CC1(C)CCCC(C)(C)N1O.C[C@H]1COC(=O)O1.C[C@H]1COC(=O)O1.C[C@H]1COC(=O)O1.C[C@H]1COC(=O)O1.C[C@H]1COC(=O)O1.C[C@H]1COC(=O)O1

Löwdin atomic charge list, values in e, 4 entries: -0.02, -0.44, -0.01, -0.14


2.
Formula: C69H138F6N12O11S2
Source: the OMol25 dataset
Level of theory: ωB97M-V with the def2-TZVPD basis set

```
! wB97M-V def2-TZVPD RIJCOSX def2/J DEFGRID3
* xyz 0 1
C 2.408 -0.322 0.856
C 0.935 -0.294 0.639
O 0.088 -1.091 0.889
N 0.372 1.050 0.232
H 1.029 1.752 -0.216
H -0.317 0.692 -0.455
C -0.262 1.669 1.451
H 2.827 -0.565 -0.141
H 2.778 -1.130 1.546
H 2.722 0.689 1.195
H -0.841 2.522 1.175
H 0.633 1.894 2.073
H -0.854 0.920 1.951
C 2.228 5.444 -0.474
F 2.620 5.995 -1.537
F 2.528 6.191 0.612
F 0.883 5.326 -0.553
S 2.996 3.782 -0.208
O 4.393 3.882 -0.298
O 2.246 3.324 0.929
N 2.404 2.960 -1.402
S 3.323 2.674 -2.718
O 3.488 3.795 -3.573
O 4.385 1.709 -2.519
C 2.001 1.625 -3.395
F 0.700 2.082 -3.561
F 2.340 1.187 -4.619
F 1.823 0.511 -2.576
C 0.467 -1.567 -4.915
C -0.080 -2.797 -5.525
O -0.925 -3.491 -4.600
C -1.570 -4.647 -5.144
C -2.657 -5.053 -4.246
H 0.997 -1.901 -3.928
H 1.318 -1.186 -5.539
H -0.157 -0.723 -4.699
H -0.572 -2.576 -6.485
H 0.665 -3.494 -5.922
H -1.958 -4.386 -6.116
H -0.846 -5.480 -5.266
H -2.350 -5.277 -3.240
H -3.005 -6.089 -4.628
H -3.591 -4.517 -4.375
C -7.224 8.444 1.110
C -5.846 7.827 1.045
O -5.979 6.407 0.948
C -4.756 5.740 1.029
C -5.041 4.278 0.669
H -7.638 8.128 2.061
H -7.065 9.500 1.080
H -7.745 8.097 0.250
H -5.389 8.260 0.156
H -5.125 8.025 1.926
H -3.980 6.232 0.427
H -4.390 5.733 2.017
H -4.092 3.658 0.806
H -5.491 4.122 -0.314
H -5.811 3.975 1.353
C 6.351 -0.931 1.490
C 6.143 0.634 1.374
O 6.480 1.389 2.574
C 6.662 2.747 2.311
C 6.399 3.599 3.535
H 7.368 -1.177 1.783
H 5.572 -1.411 2.105
H 6.290 -1.310 0.482
H 6.792 1.066 0.657
H 5.135 0.910 1.116
H 7.727 2.851 2.021
H 6.016 3.128 1.496
H 6.530 4.661 3.229
H 7.093 3.424 4.323
H 5.394 3.431 3.805
C -0.743 -4.339 -1.099
C -0.582 -5.795 -0.998
O 0.460 -6.319 -0.190
C 0.335 -7.660 0.186
C 1.461 -8.158 1.131
H -0.013 -3.845 -1.722
H -1.667 -4.077 -1.524
H -0.742 -3.737 -0.215
H -1.523 -6.138 -0.474
H -0.470 -6.250 -1.971
H -0.639 -7.795 0.659
H 0.422 -8.297 -0.729
H 2.440 -8.115 0.737
H 1.230 -9.217 1.284
H 1.524 -7.669 2.092
C 2.516 -4.028 0.472
C 3.484 -4.696 -0.468
O 4.155 -3.753 -1.331
C 3.880 -3.763 -2.746
C 4.223 -2.380 -3.302
H 3.005 -3.424 1.161
H 1.810 -3.355 -0.074
H 2.018 -4.802 0.961
H 4.312 -5.161 0.045
H 2.966 -5.395 -1.074
H 4.667 -4.432 -3.221
H 2.854 -4.165 -2.933
H 3.568 -1.604 -2.903
H 4.024 -2.351 -4.343
H 5.301 -2.209 -3.117
C 4.431 1.490 -7.120
C 4.080 2.516 -8.172
O 2.756 3.012 -8.084
C 2.640 4.254 -7.320
C 1.359 4.854 -7.873
H 4.175 1.767 -6.097
H 3.901 0.559 -7.273
H 5.502 1.322 -7.243
H 4.791 3.325 -8.273
H 4.122 2.018 -9.161
H 2.564 3.980 -6.269
H 3.357 5.052 -7.498
H 1.115 5.705 -7.253
H 0.522 4.184 -7.968
H 1.610 5.324 -8.880
C -3.254 -2.089 7.379
C -3.026 -1.623 5.951
C -3.420 -0.085 5.694
C -2.691 0.836 6.608
N -2.099 1.501 7.353
H -2.976 -3.133 7.487
H -4.307 -1.867 7.623
H -2.667 -1.573 8.119
H -3.569 -2.203 5.191
H -1.936 -1.615 5.706
H -4.508 0.092 5.765
H -3.007 0.177 4.720
C 3.649 0.077 4.395
C 3.461 1.563 4.959
C 2.292 1.573 5.847
C 0.937 1.287 5.210
N -0.082 1.270 4.774
H 2.723 -0.315 3.978
H 3.920 -0.619 5.185
H 4.320 -0.033 3.525
H 3.366 2.201 4.098
H 4.275 1.809 5.558
H 2.132 2.517 6.370
H 2.419 0.830 6.600
C -5.259 -0.276 -3.203
C -4.638 -1.545 -2.651
C -3.093 -1.811 -2.915
C -2.257 -1.021 -2.122
N -1.557 -0.383 -1.484
H -6.345 -0.394 -3.060
H -4.994 -0.025 -4.296
H -4.953 0.467 -2.538
H -5.246 -2.357 -3.046
H -4.921 -1.595 -1.611
H -2.968 -1.502 -4.005
H -2.776 -2.863 -2.900
C -2.585 2.435 -4.673
C -2.726 3.902 -4.125
C -3.105 3.906 -2.665
C -2.131 3.287 -1.830
N -1.259 2.964 -1.132
H -1.986 1.764 -4.064
H -2.045 2.446 -5.650
H -3.582 1.988 -4.845
H -3.378 4.427 -4.845
H -1.753 4.422 -4.263
H -3.973 3.285 -2.554
H -3.350 4.967 -2.332
C -1.323 10.162 -0.829
C -1.320 10.172 -2.381
C -2.724 9.715 -2.948
C -2.988 8.394 -2.402
N -3.207 7.324 -2.109
H -0.269 10.256 -0.467
H -1.757 9.137 -0.552
H -1.988 10.927 -0.371
H -0.493 9.532 -2.759
H -1.024 11.228 -2.717
H -2.753 9.544 -4.071
H -3.440 10.449 -2.712
C -5.737 -1.501 1.421
C -4.250 -1.182 1.079
C -3.470 -1.718 2.263
C -3.528 -3.085 2.638
N -3.401 -4.168 3.002
H -5.930 -2.536 1.609
H -6.436 -1.300 0.675
H -5.968 -0.875 2.313
H -4.036 -0.101 1.094
H -3.905 -1.586 0.097
H -3.847 -1.191 3.109
H -2.377 -1.422 2.146
C 7.222 -5.381 4.372
C 7.249 -4.988 2.915
C 5.929 -4.534 2.366
C 4.982 -5.545 2.609
N 4.142 -6.354 2.666
H 8.237 -5.396 4.819
H 6.817 -6.378 4.443
H 6.659 -4.650 4.966
H 7.605 -5.864 2.315
H 7.940 -4.189 2.762
H 5.810 -4.466 1.259
H 5.629 -3.589 2.900
C -0.946 5.146 2.416
C -0.817 4.272 3.613
C -2.114 3.840 4.291
C -2.818 2.793 3.478
N -3.202 1.909 2.888
H -1.440 6.127 2.551
H -1.427 4.543 1.646
H 0.040 5.354 2.004
H -0.330 4.901 4.393
H -0.178 3.400 3.491
H -2.732 4.753 4.354
H -1.978 3.439 5.307
C 1.477 -3.327 4.042
C -0.020 -3.515 3.800
C -0.331 -4.994 3.290
C 0.188 -5.936 4.245
N 0.620 -6.750 4.945
H 2.100 -3.376 3.105
H 1.789 -4.019 4.868
H 1.623 -2.320 4.504
H -0.340 -2.927 2.956
H -0.696 -3.305 4.607
H 0.086 -5.061 2.300
H -1.388 -5.256 3.203
C -4.180 -8.062 -0.986
C -4.676 -7.645 0.442
C -4.064 -6.298 0.854
C -4.185 -5.223 -0.149
N -4.322 -4.501 -1.042
H -4.542 -7.377 -1.774
H -4.654 -9.024 -1.321
H -3.133 -8.174 -1.072
H -4.362 -8.300 1.237
H -5.733 -7.544 0.470
H -3.020 -6.429 1.145
H -4.609 -5.977 1.744
*
```

Computed properties:
Highest occupied orbital energy: -0.3403 Ha
Energy: -152161.0799 eV

Löwdin atomic charge list, values in e, 4 entries: 0.04, -0.42, 0.12, 0.06


> Look up the highest occupied orbital energy of the second one.

-0.3403 Ha